No. 1
44
Properties=species:S:1:pos:R:3 method="wB97M-V/def2-TZVPD" charge=-1 e_tot_ev=-56882.370 e_lumo_ev=2.2679 homo_energy_ha=-0.157 e_above_lowest_kcal_mol=0.0 orbital_gap_ev=6.5412
C -4.716 3.046 0.007
C -3.242 3.153 -0.053
C -2.384 2.073 -0.090
N -1.072 2.122 -0.272
C -0.428 3.334 -0.317
O 0.786 3.503 -0.473
N -1.264 4.443 -0.148
C -2.648 4.480 -0.054
O -3.230 5.569 0.027
H -5.138 4.051 0.025
H -5.136 2.519 -0.854
H -5.072 2.514 0.894
H -2.775 1.055 0.020
H -0.776 5.325 -0.154
C 2.161 -4.537 3.275
C 1.925 -4.219 1.936
C 1.280 -3.022 1.634
C 0.885 -2.156 2.639
C 1.133 -2.451 3.977
C 1.772 -3.652 4.290
S 0.090 -0.623 2.125
O -1.326 -0.715 2.387
O 0.883 0.488 2.599
C 0.386 -0.836 0.367
C 0.468 0.221 -0.468
C 0.869 0.080 -1.854
C 0.333 -0.975 -2.624
C 0.882 -1.299 -3.859
C 1.962 -0.561 -4.362
C 2.438 0.548 -3.647
C 1.842 0.914 -2.442
S 0.999 -2.447 -0.050
O 2.279 -2.330 -0.695
O -0.066 -3.238 -0.634
H 2.652 -5.478 3.526
H 2.228 -4.877 1.122
H 0.826 -1.735 4.739
H 1.963 -3.891 5.335
H 0.422 1.211 -0.022
H -0.546 -1.501 -2.253
H 0.477 -2.157 -4.393
H 2.447 -0.878 -5.284
H 3.289 1.118 -4.025
H 2.142 1.811 -1.895

***

No. 2
48
Properties=species:S:1:pos:R:3 method="wB97M-V/def2-TZVPD" charge=0 e_tot_ev=-37316.821 e_lumo_ev=0.1722 homo_energy_ha=-0.310 e_above_lowest_kcal_mol=102.1 orbital_gap_ev=8.6175 smiles="CCN(c1ccc(C(C)C)c(OCC(F)(F)F)c1)c1ccc(C(=O)O)cn1"
O 5.069 -2.100 3.153
F -2.237 -3.732 0.279
F -0.709 -2.381 -0.048
F -2.197 -1.850 1.433
N 2.707 0.630 1.289
O 3.426 -2.753 4.660
O -3.043 -0.392 -0.740
C 3.916 -2.127 3.532
C 3.514 -0.316 1.845
C 1.519 0.832 1.747
C 0.994 0.042 2.786
C 1.743 -1.023 3.353
C 0.666 1.405 -1.291
C -1.260 0.923 0.151
C 0.045 0.830 -2.422
C -1.855 0.259 -0.990
C 3.054 -1.222 2.811
C 0.010 1.476 0.036
C -1.179 0.200 -2.265
N 0.726 1.822 1.205
C -0.207 3.951 1.999
C -1.263 -1.826 -3.635
C -1.798 0.540 -4.735
C -2.040 -2.416 0.279
C -3.002 -1.868 -0.657
C 1.063 3.165 1.450
C -1.918 -0.392 -3.495
H 4.124 -3.312 5.019
H 4.582 -0.284 1.559
H 0.066 0.265 3.283
H 1.532 -1.536 4.307
H 1.711 1.701 -1.376
H -1.593 0.744 1.181
H 0.579 0.803 -3.326
H -0.519 3.537 2.924
H 0.035 5.023 2.063
H -1.056 3.815 1.231
H -0.218 -1.539 -4.098
H -1.744 -2.532 -4.303
H -1.125 -2.405 -2.697
H -2.408 0.102 -5.510
H -2.142 1.507 -4.398
H -0.874 0.688 -5.194
H -3.046 -2.303 -1.668
H -3.968 -2.263 -0.169
H 1.368 3.558 0.455
H 1.942 3.370 2.114
H -2.988 -0.617 -3.126

***

No. 3
9
Properties=species:S:1:pos:R:3 method="wB97M-V/def2-TZVPD" charge=0 e_tot_ev=-5684.164 e_lumo_ev="-0.4854 / 0.8361" homo_energy_ha="-0.242 / -0.363" e_above_lowest_kcal_mol=209.1 orbital_gap_ev="6.0954 / 10.7086"
C -0.119 -0.250 -0.453
C 0.939 0.412 0.259
N -1.199 -1.016 -0.304
O -0.240 -1.076 -1.478
H -1.604 2.141 0.688
H 0.495 0.598 1.145
H 1.274 1.335 -0.071
H 1.812 -0.190 0.065
H -1.359 -1.956 0.150

***

No. 4
11
Properties=species:S:1:pos:R:3 method="wB97M-V/def2-TZVPD" charge=0 e_tot_ev=-30286.808 e_lumo_ev="0.8270 / -2.0692" multiplicity=3 homo_energy_ha="-0.222 / -0.363" e_above_lowest_kcal_mol=52.9 orbital_gap_ev="6.8649 / 7.8126"
C -0.421 0.078 -1.076
C -0.002 0.011 1.138
C -0.958 -0.667 0.174
C -0.627 0.945 0.133
C -1.954 1.179 0.502
Cl -3.143 1.288 -0.691
Cl -2.307 1.545 2.150
H 0.594 -0.224 -1.171
H -1.130 0.145 -1.954
H -0.484 0.024 2.212
H 1.085 -0.270 0.946

***

No. 5
53
Properties=species:S:1:pos:R:3 method="wB97M-V/def2-TZVPD" charge=+2 e_tot_ev=-103556.692 e_lumo_ev=-8.2213 homo_energy_ha=-0.498 e_above_lowest_kcal_mol=0.0 orbital_gap_ev=5.3423
Co -0.423 0.411 0.233
O -0.176 -3.432 0.823
C -0.187 -2.205 0.443
O -0.436 -1.234 1.203
C 0.369 -1.902 -0.915
C 0.794 -2.737 -1.936
C 1.160 -2.142 -3.134
C 1.086 -0.753 -3.307
C 0.665 0.006 -2.239
N 0.357 -0.594 -1.088
C 0.429 1.479 -2.070
O 0.669 2.356 -2.987
O -0.012 1.857 -0.978
H -0.570 -3.545 1.708
H 0.812 -3.810 -1.798
H 1.490 -2.760 -3.958
H 1.348 -0.309 -4.259
H 1.052 1.998 -3.804
O -2.091 -2.260 -0.547
C -2.692 -1.182 -0.636
N -3.993 -1.011 -0.863
C -4.394 0.396 -0.951
C -3.040 1.082 -0.695
O -2.816 2.258 -0.622
N -2.095 0.073 -0.505
C -5.317 0.806 0.192
C -5.548 -0.028 1.279
C -6.373 0.395 2.315
C -6.953 1.652 2.273
C -6.712 2.491 1.191
C -5.899 2.071 0.152
C -4.967 0.697 -2.328
C -4.252 1.375 -3.305
C -4.807 1.567 -4.565
C -6.070 1.078 -4.852
C -6.790 0.403 -3.874
C -6.244 0.219 -2.615
H -4.578 -1.777 -1.162
H -5.108 -1.016 1.321
H -6.566 -0.267 3.149
H -7.600 1.978 3.076
H -7.168 3.471 1.152
H -5.722 2.722 -0.695
H -3.278 1.795 -3.087
H -4.254 2.114 -5.318
H -6.503 1.233 -5.831
H -7.783 0.032 -4.089
H -6.822 -0.279 -1.845
Cl 1.477 1.109 1.666
C 0.278 1.922 2.715
Cl -1.324 1.685 1.954
H 0.496 2.983 2.740
H 0.283 1.452 3.691

***

No. 6
8
Properties=species:S:1:pos:R:3 method="wB97M-V/def2-TZVPD" charge=0 e_tot_ev=-8271.972 e_lumo_ev=-0.9310 homo_energy_ha=-0.351 e_above_lowest_kcal_mol=12.8 orbital_gap_ev=8.6264 smiles="O=C=C=CC=O"
O 0.304 0.997 -1.648
C -0.454 0.466 -0.873
C 0.937 -1.132 0.562
O 1.591 -2.005 0.180
C 0.285 -0.188 1.256
C -0.481 0.709 0.620
H -1.125 -0.347 -1.203
H -1.057 1.499 1.106

***

No. 7
121
Properties=species:S:1:pos:R:3 method="wB97M-V/def2-TZVPD" charge=+1 e_tot_ev=-150375.320 e_lumo_ev=-3.2518 homo_energy_ha=-0.400 orbital_gap_ev=7.6338
C -8.702 1.234 2.354
C -7.295 0.957 2.941
C -6.307 0.620 1.856
O -4.969 0.314 2.325
C -4.231 1.473 2.560
P -3.149 1.142 3.999
C -2.069 -0.286 3.796
C -0.966 -0.171 2.725
C -0.220 1.157 2.683
O 1.008 0.964 2.019
C 1.742 2.173 2.073
N -2.353 2.545 4.498
C -2.504 3.399 3.619
O -2.790 4.204 2.863
P -4.500 0.648 5.703
S -3.862 1.611 7.251
H -8.820 0.803 1.361
H -9.447 0.830 3.036
H -8.895 2.303 2.281
H -7.030 1.863 3.501
H -7.398 0.168 3.690
H -6.233 1.438 1.132
H -6.648 -0.258 1.309
H -4.942 2.248 2.891
H -3.709 1.864 1.680
H -1.664 -0.583 4.766
H -2.735 -1.103 3.495
H -0.219 -0.929 2.973
H -1.313 -0.429 1.725
H -0.813 1.876 2.092
H 0.011 1.532 3.687
H 2.271 2.310 3.021
H 2.465 2.212 1.261
H 1.080 3.038 1.945
H -5.819 0.950 5.318
H -4.341 -0.738 5.897
C -4.946 -0.892 10.380
O -4.890 -2.284 10.739
P -4.979 -3.353 9.497
O -6.248 -2.980 8.824
O -5.101 -4.600 10.505
C -6.259 -4.707 11.337
O -4.265 -4.275 8.338
C -2.931 -4.769 8.592
H -4.507 -0.316 11.192
H -4.385 -0.700 9.467
H -5.984 -0.591 10.247
H -7.115 -4.195 10.899
H -6.046 -4.290 12.321
H -6.492 -5.763 11.445
H -2.938 -5.480 9.418
H -2.247 -3.950 8.816
H -2.589 -5.278 7.694
C 4.033 -3.111 -2.910
O 3.258 -2.789 -1.730
P 1.697 -3.276 -1.719
O 1.125 -2.629 -2.921
O 1.402 -2.468 -0.344
C 1.481 -1.047 -0.365
O 0.547 -4.398 -1.379
C 0.792 -5.313 -0.291
H 5.085 -3.075 -2.641
H 3.795 -4.108 -3.273
H 3.838 -2.376 -3.686
H 1.300 -0.646 -1.363
H 2.464 -0.728 -0.016
H 0.729 -0.655 0.311
H 0.818 -4.779 0.661
H 1.729 -5.852 -0.436
H -0.023 -6.031 -0.269
C 7.255 0.993 -2.203
O 8.326 0.559 -3.060
P 7.901 -0.123 -4.496
O 7.043 -1.258 -4.078
O 9.442 -0.526 -4.774
C 10.080 -1.460 -3.905
O 7.594 -0.077 -6.108
C 8.196 0.981 -6.887
H 7.662 1.728 -1.511
H 6.451 1.454 -2.773
H 6.871 0.143 -1.643
H 9.358 -2.122 -3.428
H 10.649 -0.928 -3.142
H 10.766 -2.055 -4.503
H 9.280 0.869 -6.906
H 7.933 1.959 -6.485
H 7.818 0.908 -7.904
C -8.192 6.479 2.979
O -7.109 6.414 2.027
P -7.383 5.572 0.649
O -7.732 4.216 1.153
O -5.832 5.705 0.199
C -4.870 5.052 1.003
O -7.903 5.487 -0.893
C -7.811 6.676 -1.717
H -8.015 7.337 3.623
H -9.151 6.604 2.482
H -8.201 5.572 3.580
H -5.333 4.213 1.529
H -4.437 5.741 1.727
H -4.075 4.672 0.362
H -6.768 6.939 -1.890
H -8.333 7.512 -1.254
H -8.282 6.454 -2.670
C 6.534 -1.156 -12.500
O 7.605 -2.050 -12.146
P 9.004 -1.363 -11.625
O 9.380 -0.479 -12.753
O 9.759 -2.788 -11.622
C 9.960 -3.462 -12.863
O 9.965 -0.778 -10.428
C 9.820 -1.338 -9.105
H 5.604 -1.719 -12.458
H 6.470 -0.318 -11.809
H 6.688 -0.789 -13.513
H 9.982 -2.764 -13.699
H 9.168 -4.195 -13.019
H 10.914 -3.981 -12.808
H 10.127 -2.384 -9.096
H 8.788 -1.251 -8.766
H 10.462 -0.781 -8.427

***

No. 8
66
Properties=species:S:1:pos:R:3 method="wB97M-V/def2-TZVPD" charge=+1 e_tot_ev=-129542.281 e_lumo_ev=-2.7159 homo_energy_ha=-0.384 e_above_lowest_kcal_mol=96.8 orbital_gap_ev=7.7246
C -1.058 2.519 -3.452
C -1.117 1.429 -2.524
N 0.073 1.011 -1.940
C 1.246 1.652 -2.190
C 1.334 2.696 -3.110
C 0.149 3.124 -3.750
C -2.320 0.728 -2.230
P -2.296 -0.430 -0.881
Sn -0.002 -0.701 -0.602
P 2.290 -0.442 -0.615
C 2.447 1.265 -1.346
C -0.066 -2.205 0.826
C -0.465 -1.941 2.162
C -0.493 -2.943 3.144
C -0.119 -4.258 2.833
C 0.285 -4.552 1.522
C 0.308 -3.544 0.545
O -1.551 -1.143 -4.348
O 1.134 -1.474 -4.161
H -1.987 2.855 -3.921
H 2.294 3.184 -3.299
H 0.185 3.950 -4.469
C -3.256 0.204 0.565
C -3.269 -1.918 -1.380
H 3.389 1.390 -1.908
H 2.491 1.954 -0.480
H -1.862 -0.503 -3.629
H -3.265 1.154 -2.592
C 3.222 -0.376 0.967
C 3.291 -1.523 -1.710
H -0.760 -0.923 2.440
H -0.810 -2.691 4.164
H -0.140 -5.041 3.598
H 0.582 -5.573 1.255
H 0.633 -3.814 -0.469
H -0.196 -1.821 -1.391
H 1.112 -2.433 -4.334
H 0.174 -1.225 -4.283
H -1.875 -0.731 -5.169
H 0.241 -1.346 -1.909
H -4.302 0.412 0.282
H -3.233 -0.546 1.375
H -2.777 1.131 0.918
H -4.330 -1.658 -1.540
H -2.846 -2.303 -2.323
H -3.191 -2.688 -0.595
H 4.342 -1.188 -1.761
H 3.251 -2.555 -1.321
H 2.819 -1.490 -2.708
H 4.277 -0.089 0.816
H 2.726 0.342 1.640
H 3.170 -1.374 1.434
Br -0.813 3.387 0.827
C -0.376 3.128 2.676
C -0.758 4.142 3.571
C -0.489 4.035 4.939
C 0.172 2.916 5.430
C 0.556 1.902 4.559
C 0.288 1.977 3.167
C 0.663 0.795 2.336
O 1.210 -0.207 3.009
O 0.313 0.669 1.025
H -1.277 5.020 3.210
H -0.797 4.814 5.622
H 0.378 2.824 6.490
H 1.051 1.041 4.995